Below is a molecular structure, C39H50BrN8O2P2S3V, with properties calculated with the ωB97M-V functional and the def2-TZVPD basis.

The value obtained for the energy is -204085.1584 eV. Its orbital gap (alpha / beta) is 0.2532 / 0.2005 hartree. Its multiplicity is 3. The max |F| is 1.65 eV/Å. Its LUMO energy (alpha / beta) is 0.3 / 0.3 eV. The energy above the lowest of the compared OMol25 structures with the same formula, charge and spin comes out at 0.0 kcal/mol.

Element x y z (Å)
V 7.05399 -19.82367 -3.06905
C 9.42328 -21.54958 -0.78204
P 8.22844 -20.16589 -0.91105
C 9.40829 -18.78842 -0.65833
C 7.55647 -20.24098 0.81314
C 6.55658 -21.37554 1.00931
P 5.13470 -21.19114 -0.15314
C 4.14949 -22.63570 0.45566
C 4.17755 -19.90338 0.74448
H 10.03020 -21.41888 0.11814
H 10.05998 -21.55559 -1.66464
H 8.89442 -22.49972 -0.73236
H 9.99392 -18.95707 0.24355
H 8.87518 -17.83629 -0.59807
H 10.07719 -18.73512 -1.52137
H 7.10270 -19.27742 1.03625
H 8.41321 -20.34058 1.48393
H 6.17752 -21.42888 2.04077
H 7.03596 -22.33544 0.79183
H 3.88712 -22.52812 1.51293
H 4.71283 -23.56531 0.34146
H 3.21725 -22.72371 -0.11400
H 4.59757 -18.90933 0.60104
H 4.13642 -20.11274 1.81701
H 3.16268 -19.86591 0.35375
S 8.01150 -16.57889 -3.16175
C 7.64955 -18.08912 -3.15548
C 3.46336 -18.22585 -4.08526
C 4.31124 -17.71154 -2.98316
N 5.12762 -18.40213 -2.20074
C 5.57993 -17.49933 -1.25510
C 5.06914 -16.27787 -1.47789
N 4.25832 -16.42175 -2.58499
H 3.94965 -19.05871 -4.58180
H 3.31887 -17.46331 -4.85289
H 2.48892 -18.53190 -3.68550
H 6.29774 -17.79561 -0.51447
H 5.21944 -15.33565 -0.98789
H 3.74623 -15.69785 -3.06163
C 4.67365 -25.87443 -1.73926
C 5.90164 -25.08493 -2.02065
C 7.17218 -25.48369 -2.35415
C 7.87819 -24.29472 -2.61291
N 7.10313 -23.23544 -2.44010
N 5.91503 -23.74210 -2.07097
C 9.28871 -24.13413 -3.07779
H 4.93552 -26.88616 -1.44152
H 4.04894 -25.94212 -2.62729
H 4.08148 -25.42232 -0.94259
H 7.55001 -26.49064 -2.40398
H 5.15579 -23.09543 -1.92718
H 10.01833 -24.19692 -2.26338
H 9.39594 -23.16207 -3.54136
H 9.55119 -24.90674 -3.80383
Br 11.17646 -17.71206 -4.12472
C 11.96875 -19.37758 -3.67099
C 13.23090 -19.37644 -3.10306
C 13.82904 -20.58796 -2.79042
C 13.18255 -21.77687 -3.09314
C 11.91122 -21.76195 -3.64476
C 11.26695 -20.55666 -3.91552
C 9.84765 -20.43559 -4.43722
O 9.70199 -20.15833 -5.63092
O 8.93995 -20.58655 -3.56158
H 13.74578 -18.44063 -2.92339
H 14.81298 -20.58748 -2.33892
H 13.66578 -22.72510 -2.89286
H 11.40927 -22.69463 -3.87278
C 9.82794 -17.17047 -7.40625
C 8.50610 -17.09489 -6.71992
C 7.80000 -15.94273 -6.47973
C 6.55830 -16.04819 -5.84696
N 6.00503 -17.21299 -5.55802
C 6.73036 -18.31922 -5.76403
S 6.12467 -19.86539 -5.40570
N 7.95678 -18.25163 -6.32860
C 5.78862 -14.82933 -5.44289
H 10.48574 -16.37262 -7.07256
H 9.68628 -17.05168 -8.48260
H 10.32312 -18.11937 -7.20051
H 8.21968 -14.98424 -6.74245
H 8.53144 -19.12367 -6.26362
H 6.09112 -13.94952 -6.01121
H 5.98630 -14.63227 -4.38948
H 4.72014 -14.99518 -5.58291
S 1.07270 -23.86639 -5.00388
C 2.48777 -22.91294 -4.47794
C 2.39996 -22.00639 -3.43251
C 3.55681 -21.35389 -3.03182
N 4.74875 -21.58446 -3.56816
C 4.82567 -22.45003 -4.58043
C 3.72103 -23.12733 -5.07955
C 0.67147 -22.96617 -6.48910
C 0.59423 -23.62561 -7.70661
C 0.23922 -22.89146 -8.83117
N -0.03520 -21.58776 -8.79636
C 0.04723 -20.96434 -7.62305
C 0.40273 -21.60950 -6.44629
H 1.45377 -21.81123 -2.94376
H 3.53753 -20.60300 -2.24922
H 5.81287 -22.61491 -4.99857
H 3.83718 -23.82023 -5.89912
H 0.80976 -24.68121 -7.79230
H 0.18286 -23.36024 -9.81250
H -0.19799 -19.90752 -7.61793
H 0.46167 -21.05635 -5.51246

***

Below is 2 unconnected molecules or ions with the total composition C2HFO, with properties calculated with the ωB97M-V functional and the def2-TZVPD basis.

The value obtained for the energy is -6848.7372 eV. Its orbital gap (alpha / beta) is 0.2588 / 0.2645 hartree. Its multiplicity is 1. The max |F| is 2.82 eV/Å. Its LUMO energy (alpha / beta) is -4.1 / -4.0 eV. The energy above the lowest of the compared OMol25 structures with the same formula, charge and spin comes out at 98.9 kcal/mol.

Element x y z (Å)
C 0.21120 0.18968 0.02660
C -1.08881 0.11575 0.09895
O -2.21168 -0.09835 0.19385
F 2.15151 -0.88527 0.19742
H 0.93778 0.67818 -0.51682

***

Below is a molecular structure, C10H30B3F2N4O14Tl, with properties calculated with the ωB97M-V functional and the def2-TZVPD basis.

The value obtained for the energy is -57611.4424 eV. Its orbital gap is 0.1364 hartree. Its multiplicity is 1. The max |F| is 6.13 eV/Å. Its LUMO energy is -6.3 eV.

Element x y z (Å)
Tl 1.90358 2.05682 1.07353
B 0.22791 0.15943 -0.34108
H 0.98197 -0.26494 0.30355
H 0.70945 0.57845 -1.21101
H -0.43615 -0.64971 -0.60293
H -0.35623 0.95151 0.10122
B 3.84286 2.45973 -1.28607
H 4.67171 2.68852 -1.93791
H 3.36205 1.56814 -1.65772
H 4.22825 2.33991 -0.28539
H 3.11438 3.25421 -1.23742
B 4.11891 -0.24294 1.03221
H 3.92269 -0.27266 -0.02839
H 4.98781 -0.82954 1.28747
H 4.27146 0.79580 1.28121
H 3.20731 -0.49626 1.55090
C -3.26893 3.90056 3.11302
C -3.91769 2.59508 3.59487
O -2.66013 1.87806 3.66391
C -1.80655 2.32615 2.74093
O -0.76941 1.74389 2.46435
O -2.37368 3.36151 2.10647
F -4.86554 2.03080 2.80462
H -2.68283 4.37953 3.89734
H -4.11728 4.52101 2.82414
H -4.41864 2.84565 4.52994
C 1.32264 -2.71113 -2.33370
C 1.65782 -3.09998 -0.92985
O 2.94378 -2.69982 -0.68316
C 3.48373 -2.25069 -1.84380
O 4.60831 -1.81279 -1.98914
O 2.56976 -2.42369 -2.86537
F 1.46350 -4.38047 -0.65667
H 0.53332 -1.97187 -2.19747
H 0.87295 -3.43117 -3.01737
H 1.07382 -2.55716 -0.18662
C 0.85384 2.76492 -3.44297
N -0.04938 2.94969 -2.36657
O 0.37292 3.21808 -1.21810
O -1.23302 2.70419 -2.48215
H 0.46609 3.17501 -4.37548
H 1.06150 1.70095 -3.55673
H 1.74472 3.36530 -3.25861
C -3.13935 -0.98781 1.91620
N -3.31000 -2.27146 2.58295
O -4.35289 -2.47151 3.22248
O -2.33326 -2.95328 2.68597
H -3.02449 -0.20536 2.66632
H -4.11284 -0.76281 1.48055
H -2.36940 -1.17509 1.16773
C -2.68509 -1.05265 -3.60413
N -2.45923 -2.37128 -4.26577
O -3.37032 -2.80670 -4.90876
O -1.34061 -2.96835 -4.28748
H -3.74591 -0.95088 -3.37520
H -2.32480 -0.16827 -4.12962
H -2.12336 -1.18991 -2.68017
C 0.82871 -2.52944 2.43549
N 0.50618 -1.23148 3.06257
O 1.25812 -0.29953 3.00942
O -0.46734 -1.22401 3.78481
H 0.97816 -3.34019 3.14854
H 1.84521 -2.44357 2.05150
H 0.11916 -2.81454 1.65873